[1]
This record from OMol25 describes the ion C4H7INO with charge +1. The level of theory is ωB97M-V/def2-TZVPD.

As for the SMILES: O=C1CC[NH2+][C@@H]1I. Its total charge is +1. The calculation puts the electronic energy at -15891.4319 eV. Its HOMO-LUMO gap is 9.13 eV. The value obtained for the HOMO energy is -14.1 eV. As for the energy above the lowest of the compared OMol25 structures with the same formula, charge and spin: 12.8 kcal per mole. The molar mass is 212.01 g mol⁻¹.

Each line ends with the natural charge from an NBO analysis.
Atoms and positions in Å:
O1 0.9731 -2.3062 0.2225  -0.431
C1 0.5301 -1.1930 0.0538  0.529
C2 -0.7807 -0.8705 -0.6188  -0.574
C3 -1.1718 0.4480 -0.1020  -0.231
N1 0.1581 1.1323 0.1847  -0.531
C4 1.1786 0.0461 0.5991  -0.256
I1 3.2538 0.5010 -0.0939  0.261
H1 -0.8871 -0.8290 -1.7324  0.282
H2 -1.2541 -1.7557 -0.2327  0.298
H3 -1.7066 0.9776 -0.8597  0.243
H4 -1.8199 0.5039 0.7391  0.239
H5 0.4193 1.5262 -0.6712  0.438
H6 -0.1439 1.9029 0.8847  0.472
H7 1.2513 -0.0835 1.6268  0.262


[2]
This record from OMol25 describes a structure of composition C39H45FeN5O. The level of theory is ωB97M-V/def2-TZVPD.

The spin multiplicity is 6. Its total charge is -1. The calculation puts the electronic energy at -85053.0872 eV. Its HOMO-LUMO gap (spin up / spin down) is 2.53 / 4.81 eV. The value obtained for the HOMO energy (spin up / spin down) is -0.3 / -2.6 eV. The molar mass is 655.67 g mol⁻¹.

Each line ends with the Mulliken spin population.
Atoms and positions in Å:
Fe1 -0.9775 -0.2462 -0.9523  3.753
N1 -0.8306 1.5279 -1.4588  0.404
N2 -0.8427 -1.2489 -3.2267  -0.192
C1 -1.5249 -1.9119 0.5827  0.127
C2 -2.6465 -1.5532 -0.2144  -0.086
C3 -2.8867 -0.1358 -0.0440  0.023
C4 -4.0334 0.5838 -0.6619  -0.012
H1 -4.5536 -0.0971 -1.3476  0.004
H2 -3.7259 1.4718 -1.2349  0.010
H3 -4.7485 0.9133 0.1034  0.000
C5 -1.9073 0.3475 0.9111  0.062
C6 -1.8448 1.6814 1.5426  -0.071
H4 -2.8013 2.0182 1.9542  0.000
H5 -1.5891 2.4291 0.7971  -0.027
H6 -1.0806 1.7516 2.3226  0.004
C7 -1.0005 -0.7338 1.2058  0.062
C8 0.1596 -0.7377 2.1436  0.042
H7 0.8448 0.0987 1.9647  -0.008
H8 0.7449 -1.6595 2.0401  0.004
H9 -0.1378 -0.6985 3.2007  -0.002
C9 -3.5204 -2.5395 -0.9099  -0.031
H10 -4.5669 -2.2445 -0.7682  -0.001
H11 -3.3880 -3.5349 -0.4663  0.003
H12 -3.3291 -2.6271 -1.9937  0.009
C10 -1.1454 -3.3017 0.9349  0.016
H13 -0.1219 -3.5605 0.6305  0.002
H14 -1.8064 -4.0349 0.4616  -0.002
H15 -1.2196 -3.4617 2.0231  0.003
C11 -0.8330 2.8872 -1.3028  0.191
H16 -1.3303 3.3527 -0.4252  0.007
C12 -0.2434 3.7464 -2.2355  -0.091
H17 -0.2801 4.8389 -2.1057  0.023
C13 0.4218 3.1900 -3.3486  0.312
H18 1.0879 3.7925 -3.9791  0.030
C14 0.1458 1.8672 -3.6384  -0.176
H19 0.5350 1.3390 -4.5070  0.013
C15 -0.7144 1.1380 -2.7766  0.224
C16 -1.5143 -0.0343 -3.1209  0.409
H20 -2.5265 0.0369 -3.5155  -0.034
C17 -0.2125 -1.7307 -2.0583  -0.048
C18 -0.4998 -2.0472 -4.3071  0.002
H21 -0.7655 -1.7368 -5.2966  0.008
C19 0.1626 -3.0888 -3.8155  0.064
H22 0.5656 -3.9582 -4.3088  -0.001
N3 0.2457 -2.9630 -2.4191  0.018
C20 0.6601 -4.0931 -1.5928  0.004
C21 -0.0118 -5.3176 -1.7866  -0.004
C22 0.4236 -6.4380 -1.0709  -0.003
H23 -0.1368 -7.3625 -1.1712  0.000
C23 1.5166 -6.3867 -0.2082  0.001
C24 1.9681 -7.6101 0.5473  0.000
H24 1.9719 -7.4197 1.6294  0.000
H25 2.9839 -7.9546 0.2914  0.000
H26 1.2954 -8.4597 0.3760  0.000
C25 2.1926 -5.1733 -0.0741  -0.002
H27 3.0476 -5.1077 0.5892  0.000
C26 1.7935 -4.0126 -0.7554  -0.005
C27 2.5024 -2.7008 -0.6318  0.019
H28 3.1293 -2.5226 -1.5187  -0.001
H29 3.1524 -2.7019 0.2505  0.000
H30 1.7866 -1.8683 -0.5739  0.008
C28 -1.2208 -5.3745 -2.6606  -0.003
H31 -0.9711 -5.1398 -3.7010  0.001
H32 -1.9946 -4.6725 -2.3103  -0.002
H33 -1.6389 -6.3856 -2.6266  0.000
C29 2.3767 5.2427 3.7768  0.001
N4 2.5386 4.1636 2.8273  0.005
N5 1.5841 3.8953 1.9193  -0.005
C30 1.9743 2.8057 1.1352  0.000
O1 1.3253 2.3694 0.1855  -0.079
C31 3.2021 2.3608 1.7452  0.007
C32 3.4876 3.2064 2.7866  -0.001
C33 4.5735 3.1618 3.7933  -0.001
C34 0.4513 4.7456 1.7356  -0.021
C35 0.5086 5.6901 0.7134  0.020
C36 -0.5596 6.5679 0.5573  0.005
C37 -1.6963 6.4485 1.3659  -0.002
C38 -1.7392 5.4854 2.3828  -0.004
C39 -0.6594 4.6261 2.5815  0.012
H34 1.4368 5.1369 4.3300  0.000
H35 2.3835 6.2222 3.2834  0.000
H36 3.2104 5.1928 4.4797  -0.001
H37 3.7213 1.4715 1.4255  0.000
H38 5.2471 4.0325 3.7197  0.000
H39 4.1636 3.0921 4.8130  0.000
H40 5.1723 2.2615 3.6066  0.000
H41 1.3970 5.6974 0.0694  0.007
H42 -0.4861 7.3510 -0.1967  -0.001
H43 -2.5602 7.0976 1.1926  0.000
H44 -2.6197 5.3865 3.0193  0.000
H45 -0.6483 3.8650 3.3707  -0.001


[3]
This record from OMol25 describes the molecule C2H3N5O. The level of theory is ωB97M-V/def2-TZVPD.

As for the SMILES: Nc1nn[nH]c(=O)n1. The calculation puts the electronic energy at -11618.1040 eV. Its HOMO-LUMO gap is 8.96 eV. The value obtained for the HOMO energy is -10.0 eV. As for the energy above the lowest of the compared OMol25 structures with the same formula, charge and spin: 62.9 kcal per mole. The molar mass is 113.08 g mol⁻¹.

Each line ends with the natural charge from an NBO analysis.
Atoms and positions in Å:
N1 0.0143 0.8585 2.2361  -0.784
C1 0.3002 0.3595 0.9249  0.600
N2 1.3605 -0.4821 0.8346  -0.259
N3 1.3035 -1.0703 -0.2634  0.103
N4 0.0342 -1.0856 -0.9939  -0.519
C2 -0.7653 0.2299 -1.0274  0.768
O1 -1.5832 0.2837 -1.9677  -0.584
N5 -0.4682 0.9081 0.0429  -0.595
H1 -0.9254 1.2201 2.2088  0.420
H2 0.6510 0.7293 3.0571  0.424
H3 0.0203 -1.6551 -1.9028  0.425


- What is the formula in the first record?
  C4H7INO


- Which of these has the highest molar mass?
  C39H45FeN5O